1.
C4H6N2 | ωB97M-V with the def2-TZVPD basis set

Output
ΔE to the lowest compared entry with this formula, charge and spin	381.2	kJ/mol
electronic energy	-265.3904	a.u.
E_LUMO	0.0251	hartree
orbital gap	10.778	eV

Structure (ORCA input):
```
! RIJCOSX wB97M-V def2-TZVPD def2/J DEFGRID3
* xyz 0 1
N -1.71456 -1.39346 2.34109
C -1.06192 -0.75722 1.62977
C -0.21631 0.04632 0.75471
C 0.77327 -0.50138 -0.26377
C 0.49858 0.84198 -0.94936
N -0.87898 0.76071 -0.36401
H 0.44648 0.68384 1.35838
H 1.79897 -0.76679 0.10091
H -0.08985 -1.17703 -0.99252
H 0.47202 0.84607 -2.03017
H 1.11143 1.68862 -0.59730
H -1.13912 -0.27167 -0.98772
*
```

The molecule's Löwdin atomic charges, reported in e, are given here: 0.151, -0.159, -0.428, -0.124, -0.245, -0.020, 0.149, 0.116, 0.178, 0.101, 0.120, 0.162

2.
C4H6N2 | ωB97M-V with the def2-TZVPD basis set

Output
ΔE to the lowest compared entry with this formula, charge and spin	112.6	kJ/mol
electronic energy	-265.4927	a.u.
SMILES	Cc1cn[nH]c1
E_LUMO	0.0393	hartree
orbital gap	10.263	eV

Structure (ORCA input):
```
! RIJCOSX wB97M-V def2-TZVPD def2/J DEFGRID3
* xyz 0 1
C -1.80059 -0.31873 0.04373
C -0.26733 -0.11392 0.02657
C 0.37390 1.22773 0.23874
N 1.67706 1.16410 0.16083
N 1.98560 -0.12670 -0.03726
C 0.84047 -0.92809 -0.16586
H -2.24802 0.54309 -0.46616
H -2.25838 -1.20394 -0.43400
H -2.20196 -0.30401 1.06647
H 0.03821 2.25355 0.47692
H 2.83477 -0.19550 -0.59015
H 1.02627 -1.99758 -0.31985
*
```

The molecule's Löwdin atomic charges, reported in e, are given here: -0.068, -0.221, -0.131, -0.018, -0.065, -0.067, 0.067, 0.072, 0.068, 0.109, 0.141, 0.114

3.
C4H6N2 | ωB97M-V with the def2-TZVPD basis set

Output
ΔE to the lowest compared entry with this formula, charge and spin	498.4	kJ/mol
electronic energy	-265.3457	a.u.
E_LUMO (alpha / beta)	-0.0210 / -0.0426	hartree
orbital gap (alpha / beta)	8.506 / 7.424	eV

Structure (ORCA input):
```
! RIJCOSX wB97M-V def2-TZVPD def2/J DEFGRID3
* xyz 0 1
C -0.74175 -1.52008 -0.27702
C 0.08602 -0.30070 -0.49814
C -0.48582 0.99585 -0.00709
N 0.73269 1.33700 0.70944
C 1.58664 0.28882 0.23222
N 2.71341 -0.10533 0.29201
H -1.20000 -1.76665 -1.25213
H -1.57197 -1.35818 0.42363
H -0.16977 -2.40321 0.01744
H -0.72849 1.65384 -0.85215
H -1.34482 0.91832 0.66907
H 1.12385 2.26034 0.54272
*
```

The molecule's Löwdin atomic charges, reported in e, are given here: -0.089, -0.052, -0.226, 0.008, -0.420, 0.180, 0.090, 0.076, 0.080, 0.121, 0.111, 0.121

4.
C4H6N2 | ωB97M-V with the def2-TZVPD basis set

Output
ΔE to the lowest compared entry with this formula, charge and spin	223.8	kJ/mol
electronic energy	-265.4503	a.u.
E_LUMO	0.0162	hartree
orbital gap	9.093	eV

Structure (ORCA input):
```
! RIJCOSX wB97M-V def2-TZVPD def2/J DEFGRID3
* xyz 0 1
C -1.96816 -0.47427 0.08509
C -0.51195 -0.17176 -0.00977
C -0.04580 1.01081 -0.84394
N 1.25110 0.86422 -0.70218
C 1.62544 -0.10298 0.33412
N 0.41804 -0.84321 0.57298
H -2.40353 0.06460 0.93523
H -2.15802 -1.54073 0.21650
H -2.45325 -0.09948 -0.81850
H 1.79632 0.49257 1.23653
H 1.92760 1.48721 -1.12381
H 2.52219 -0.68698 0.11776
*
```

The molecule's Löwdin atomic charges, reported in e, are given here: -0.059, -0.386, -0.006, -0.027, -0.222, 0.101, 0.083, 0.076, 0.068, 0.128, 0.123, 0.119

5.
C4H6N2 | ωB97M-V with the def2-TZVPD basis set

Output
ΔE to the lowest compared entry with this formula, charge and spin	166.4	kJ/mol
electronic energy	-265.4722	a.u.
SMILES	CC1=CN=NC1
E_LUMO	0.0220	hartree
orbital gap	10.006	eV

Structure (ORCA input):
```
! RIJCOSX wB97M-V def2-TZVPD def2/J DEFGRID3
* xyz 0 1
C -1.57249 -0.31531 -0.07478
C -0.14270 0.10936 0.00913
C 0.36194 1.33703 0.18748
N 1.78556 1.30324 0.26270
N 2.20036 0.12735 0.14086
C 1.06127 -0.76968 -0.07641
H -2.23395 0.52050 0.17331
H -1.83328 -0.67043 -1.07873
H -1.78306 -1.13520 0.62185
H -0.14476 2.29062 0.27486
H 1.09618 -1.60072 0.63755
H 1.20492 -1.19676 -1.07782
*
```

The molecule's Löwdin atomic charges, reported in e, are given here: -0.052, -0.277, -0.090, -0.001, -0.015, -0.177, 0.079, 0.083, 0.082, 0.105, 0.129, 0.134

6.
C4H6N2 | ωB97M-V with the def2-TZVPD basis set

Output
ΔE to the lowest compared entry with this formula, charge and spin	51.0	kJ/mol
electronic energy	-265.5161	a.u.
SMILES	Nc1ccc[nH]1
E_LUMO	0.0384	hartree
orbital gap	8.721	eV

Structure (ORCA input):
```
! RIJCOSX wB97M-V def2-TZVPD def2/J DEFGRID3
* xyz 0 1
N 2.04411 -0.07937 0.25540
C 0.64185 -0.04168 0.05320
C -0.15871 1.05606 -0.08349
C -1.49365 0.59433 -0.15361
C -1.49011 -0.76706 -0.03421
N -0.15518 -1.15999 0.09157
H 2.57142 -0.42363 -0.54567
H 2.33494 0.88191 0.42792
H 0.19150 2.07560 -0.08898
H -2.35791 1.23469 -0.24848
H -2.41858 -1.31128 0.12095
H 0.29031 -2.05956 0.20539
*
```

The molecule's Löwdin atomic charges, reported in e, are given here: 0.078, -0.400, -0.079, -0.128, -0.135, 0.067, 0.081, 0.080, 0.095, 0.091, 0.103, 0.148